1.
Here is a structure of composition C28H37Cl3GeMnN3O3P from the Open Molecules 2025 dataset. Energies are from ωB97M-V/def2-TZVPD.

```
77
Properties=species:S:1:pos:R:3:lowdin_spin:R:1
Mn -0.842 -1.784 -0.655 4.011
C 0.180 5.805 -0.037 0.000
O -0.504 4.560 0.051 0.000
C -1.523 4.474 0.947 0.001
C -1.888 5.477 1.835 0.000
C -2.964 5.284 2.692 0.001
C -3.699 4.112 2.658 0.000
C -3.349 3.116 1.758 0.001
C -2.251 3.279 0.928 0.001
N -1.870 2.274 -0.003 0.009
C -1.526 1.009 0.309 0.014
N -1.620 0.612 1.584 0.012
C -1.282 -0.656 2.076 -0.003
C -0.930 -1.740 1.299 -0.211
C -0.631 -2.975 1.863 -0.001
C -0.680 -3.113 3.238 -0.014
C -1.027 -2.033 4.044 0.029
C -1.332 -0.811 3.472 -0.009
O -1.696 0.309 4.150 -0.006
C -1.794 0.223 5.568 -0.001
N -1.133 0.156 -0.619 0.005
C -0.768 0.591 -1.918 0.007
C -1.455 0.114 -3.028 0.003
C -1.031 0.439 -4.312 0.001
C 0.071 1.259 -4.474 0.000
C 0.776 1.743 -3.373 0.001
C 0.377 1.394 -2.092 0.000
O 1.011 1.755 -0.952 0.000
C 2.107 2.652 -1.064 0.000
H 0.900 5.698 -0.843 0.000
H 0.704 6.031 0.893 0.000
H -0.510 6.615 -0.279 0.000
H -1.341 6.407 1.868 0.000
H -3.234 6.072 3.382 0.000
H -4.552 3.977 3.308 0.000
H -3.937 2.209 1.682 0.000
H -1.615 2.581 -0.929 0.000
H -1.891 1.292 2.280 0.001
H -0.401 -3.836 1.245 -0.001
H -0.465 -4.073 3.687 -0.003
H -1.068 -2.158 5.116 0.002
H -0.827 -0.027 6.009 0.000
H -2.539 -0.518 5.861 0.000
H -2.104 1.207 5.906 0.000
H -2.335 -0.500 -2.873 0.000
H -1.571 0.066 -5.170 0.000
H 0.399 1.532 -5.468 0.000
H 1.641 2.371 -3.528 0.000
H 2.421 2.870 -0.048 0.000
H 1.803 3.576 -1.559 0.000
H 2.933 2.197 -1.616 0.000
C 1.396 -4.908 -2.223 0.000
C 2.009 -4.107 -1.072 0.009
P 1.561 -2.340 -1.179 0.035
C 2.639 -1.415 -0.016 0.006
C 4.016 -2.005 0.283 0.002
C 2.032 -1.826 -2.871 0.004
C 3.492 -2.030 -3.265 0.001
H 1.529 -5.973 -2.045 0.000
H 1.867 -4.661 -3.174 0.000
H 0.324 -4.722 -2.310 0.000
H 3.096 -4.208 -1.067 0.001
H 1.644 -4.482 -0.114 0.000
H 2.070 -1.313 0.912 0.001
H 2.714 -0.404 -0.429 0.000
H 3.930 -2.963 0.793 0.000
H 4.573 -1.335 0.938 0.000
H 4.608 -2.157 -0.618 0.000
H 1.747 -0.775 -2.967 0.000
H 1.367 -2.374 -3.543 0.000
H 4.156 -1.394 -2.680 0.000
H 3.636 -1.777 -4.316 0.000
H 3.809 -3.065 -3.129 0.000
Cl -2.357 -3.281 -1.463 0.081
Ge -2.650 -5.964 -0.692 0.008
Cl -3.716 -5.359 1.129 0.002
Cl -0.626 -6.275 0.247 0.000
```

Output
F_max: 0.11 eV Å⁻¹
charge: +1
frontier orbital gap (alpha / beta): 6.9854 / 8.1972 eV
multiplicity: 5
lowest unoccupied orbital energy (alpha / beta): -4.0 / -2.7 eV

2.
Here is a structure of composition C28H37F4N4O2RuS2 in a non-equilibrium geometry from the Open Molecules 2025 dataset. Energies are from ωB97M-V/def2-TZVPD.

```
78
Properties=species:S:1:pos:R:3:lowdin_spin:R:1
Ru 0.235 -0.138 -0.227 0.168
C -2.970 0.294 -0.726 0.000
N -1.978 -0.610 -0.117 -0.002
C -2.187 -1.932 -0.749 0.001
C -2.250 -0.693 1.329 0.005
C -1.147 -1.429 2.053 0.039
N 0.125 -0.764 1.787 0.427
C 1.135 -0.887 2.685 0.023
C 2.165 0.085 2.724 0.092
F 2.075 1.160 1.945 0.024
C 3.218 0.009 3.609 -0.009
F 4.132 0.972 3.588 -0.012
C 3.316 -1.024 4.521 0.122
C 2.316 -1.982 4.530 -0.008
F 2.377 -2.998 5.379 -0.012
C 1.252 -1.918 3.657 0.084
F 0.353 -2.909 3.708 0.026
H -3.982 -0.040 -0.477 0.000
H -2.866 0.277 -1.808 0.000
H -2.849 1.312 -0.373 0.000
H -3.195 -2.300 -0.533 0.000
H -1.447 -2.640 -0.402 0.000
H -2.077 -1.829 -1.828 0.000
H -3.212 -1.184 1.514 0.000
H -2.313 0.324 1.720 0.000
H -1.096 -2.474 1.734 0.017
H -1.371 -1.431 3.120 0.005
H 4.142 -1.080 5.217 0.006
C 4.612 -0.123 -0.846 0.000
C 4.915 1.221 -0.730 0.000
C 3.885 2.124 -0.523 0.000
C 2.586 1.657 -0.433 0.000
N 2.301 0.347 -0.501 -0.001
C 3.292 -0.517 -0.719 0.000
C 1.431 2.547 -0.213 0.001
C 1.524 3.931 -0.266 0.000
C 0.416 4.702 0.026 0.001
C -0.762 4.072 0.400 0.000
C -0.790 2.694 0.409 0.000
N 0.264 1.941 0.073 0.000
H 5.379 -0.862 -1.023 0.000
H 5.938 1.567 -0.800 0.000
H 4.101 3.176 -0.424 0.000
H 3.014 -1.553 -0.804 0.000
H 2.456 4.403 -0.536 0.000
H 0.476 5.782 -0.014 0.000
H -1.641 4.634 0.680 0.000
H -1.672 2.158 0.720 0.000
O 0.688 -2.334 -0.629 0.004
S 1.522 -3.603 -0.685 0.000
C 0.709 -4.646 -1.946 0.000
C 0.035 -5.827 -1.241 0.000
C -0.283 -5.377 0.182 0.000
C 0.982 -4.680 0.661 0.000
H 1.457 -4.941 -2.679 0.000
H -0.001 -3.967 -2.419 0.000
H 0.719 -6.676 -1.212 0.000
H -0.854 -6.144 -1.785 0.000
H -0.544 -6.212 0.830 0.000
H -1.125 -4.680 0.188 0.000
H 1.796 -5.391 0.820 0.000
H 0.879 -4.062 1.549 0.000
C 1.207 -1.356 -4.170 0.000
C 0.011 -0.421 -4.240 -0.002
S 0.057 0.698 -2.829 -0.001
O 1.340 1.444 -2.907 0.000
C -1.259 1.858 -3.313 0.001
C -0.749 2.877 -4.320 0.000
H 1.233 -1.990 -5.054 0.000
H 1.152 -1.994 -3.285 0.000
H 2.132 -0.782 -4.129 0.000
H -0.943 -0.953 -4.204 0.000
H 0.037 0.215 -5.125 0.000
H -1.580 2.339 -2.388 0.000
H -2.087 1.264 -3.703 0.000
H 0.180 3.327 -3.977 0.000
H -1.499 3.658 -4.434 0.000
H -0.576 2.435 -5.300 0.000
```

Output
F_max: 1.36 eV Å⁻¹
charge: +2
frontier orbital gap (alpha / beta): 8.3839 / 6.4473 eV
multiplicity: 2
lowest unoccupied orbital energy (alpha / beta): -5.5 / -7.4 eV

3.
Here is a structure of composition C28H37N3OTc in a non-equilibrium geometry from the Open Molecules 2025 dataset. Energies are from ωB97M-V/def2-TZVPD.

```
70
Properties=species:S:1:pos:R:3:lowdin_spin:R:1
Tc -0.071 0.224 0.704 -0.047
C 2.432 0.733 2.165 0.002
N 2.043 0.292 0.798 -0.004
C 2.632 1.239 -0.180 -0.002
C 2.525 -1.077 0.607 0.009
C 3.837 -1.377 0.289 -0.001
C 4.227 -2.708 0.232 0.008
C 3.312 -3.709 0.519 -0.001
C 1.994 -3.405 0.829 0.008
C 1.581 -2.076 0.848 0.000
N 0.277 -1.583 1.099 0.052
C -0.747 -2.300 1.770 0.001
C -1.067 -3.648 1.655 0.008
C -2.099 -4.167 2.424 -0.001
C -2.820 -3.361 3.294 0.009
C -2.551 -2.001 3.361 -0.001
C -1.534 -1.485 2.581 0.009
N -1.241 -0.052 2.497 -0.004
C -2.455 0.686 2.075 0.003
C -0.744 0.484 3.781 -0.002
H 3.521 0.769 2.239 0.001
H 2.050 0.018 2.890 0.000
H 2.022 1.725 2.348 0.003
H 3.702 1.338 0.000 0.000
H 2.162 2.212 -0.048 0.000
H 2.457 0.877 -1.189 0.000
H 4.562 -0.600 0.106 0.000
H 5.249 -2.957 -0.012 0.000
H 3.621 -4.742 0.499 0.000
H 1.320 -4.208 1.057 0.001
H -0.567 -4.287 0.950 0.000
H -2.346 -5.213 2.335 0.000
H -3.610 -3.783 3.897 0.001
H -3.135 -1.365 4.010 0.000
H -3.283 0.503 2.760 0.000
H -2.761 0.337 1.083 0.000
H -2.239 1.755 2.060 0.001
H -1.533 0.440 4.536 -0.001
H -0.438 1.519 3.643 0.002
H 0.099 -0.117 4.112 0.000
C -1.496 -1.466 -2.263 0.010
C -0.381 -0.891 -3.133 0.025
C 1.001 -1.359 -2.677 0.022
C -0.437 0.606 -3.279 0.189
C -0.447 1.146 -4.586 0.241
C -0.571 2.504 -4.814 0.008
C -0.743 3.351 -3.734 0.243
C -0.719 2.873 -2.405 0.180
C -1.037 3.845 -1.301 0.023
C -2.423 3.537 -0.729 0.019
C 0.008 3.974 -0.195 0.015
C -0.496 1.502 -2.208 0.004
O -0.314 1.054 -0.957 -0.058
H -1.531 -2.545 -2.400 0.001
H -2.470 -1.065 -2.539 0.000
H -1.333 -1.281 -1.199 0.000
H -0.543 -1.283 -4.142 0.000
H 1.222 -0.996 -1.674 0.001
H 1.784 -1.015 -3.349 0.000
H 1.033 -2.445 -2.647 0.003
H -0.377 0.468 -5.424 0.009
H -0.577 2.892 -5.821 -0.004
H -0.915 4.403 -3.903 0.009
H -1.103 4.824 -1.783 0.000
H -2.426 2.574 -0.214 0.000
H -3.180 3.500 -1.511 0.000
H -2.711 4.312 -0.020 0.002
H -0.002 3.108 0.475 0.005
H -0.215 4.850 0.410 0.001
H 1.012 4.096 -0.599 0.000
```

Output
F_max: 1.73 eV Å⁻¹
charge: +2
frontier orbital gap (alpha / beta): 7.0079 / 3.6674 eV
multiplicity: 2
lowest unoccupied orbital energy (alpha / beta): -6.2 / -9.8 eV

4.
Here is a structure of composition C28H37N4O3PS2Ti from the Open Molecules 2025 dataset. Energies are from ωB97M-V/def2-TZVPD.

```
76
Properties=species:S:1:pos:R:3:mulliken_charge:R:1
Ti -0.859 0.180 -0.895 -0.338
O -4.834 0.113 0.529 -0.757
C -3.603 -0.023 0.565 -0.351
N -2.808 -0.346 -0.452 0.181
C -3.493 -0.553 -1.732 -1.223
C -2.534 -1.138 -2.730 0.550
C -2.930 -2.051 -3.650 -0.581
C -1.931 -2.626 -4.522 -0.525
C -0.695 -2.114 -4.554 -0.953
C -0.360 -0.858 -3.803 0.126
N -1.243 -0.687 -2.629 0.682
C -2.923 0.240 1.891 0.915
C -3.129 1.469 2.514 -0.641
C -2.569 1.689 3.757 -0.481
C -1.834 0.668 4.345 -0.513
C -1.685 -0.519 3.645 -0.100
N -2.211 -0.739 2.444 -0.167
H -4.356 -1.209 -1.597 0.380
H -3.867 0.408 -2.113 0.324
H -3.960 -2.385 -3.671 0.350
H -2.185 -3.489 -5.130 0.302
H 0.083 -2.537 -5.179 0.431
H 0.659 -0.955 -3.413 -0.132
H -3.716 2.221 2.005 0.429
H -2.697 2.640 4.261 0.374
H -1.373 0.792 5.317 0.395
H -1.101 -1.334 4.062 0.343
C 1.872 5.887 -0.215 -1.220
C 0.678 5.190 -0.835 -0.388
O 1.028 3.851 -1.100 -0.053
P -0.079 2.993 -2.048 -0.166
S -0.387 0.582 -4.936 -0.576
S -1.626 2.590 -0.738 -0.556
O 0.692 1.529 -1.759 0.810
C 1.927 1.262 -2.472 -0.581
C 2.712 0.209 -1.725 -0.611
H 1.632 6.927 0.017 0.383
H 2.722 5.868 -0.900 0.278
H 2.163 5.380 0.705 0.246
H 0.376 5.699 -1.763 0.424
H -0.179 5.216 -0.152 0.293
H 2.486 2.202 -2.501 0.544
H 1.659 0.977 -3.494 0.205
H 2.952 0.530 -0.709 0.092
H 3.643 0.021 -2.266 0.465
H 2.158 -0.726 -1.655 -0.165
C 1.849 0.990 3.783 -1.623
C 2.001 0.845 2.258 1.154
C 0.989 1.775 1.609 -0.568
C 1.991 -0.643 1.873 0.269
C 3.008 -1.374 2.490 -1.325
C 3.140 -2.741 2.361 -1.109
C 2.205 -3.412 1.586 -1.024
C 1.205 -2.743 0.901 0.748
C 0.302 -3.602 0.029 0.279
C -1.187 -3.471 0.351 -1.518
C 0.581 -3.414 -1.464 -1.061
C 1.097 -1.314 0.984 0.023
N 0.195 -0.671 0.186 0.864
H 1.931 2.043 4.066 0.450
H 2.593 0.427 4.345 0.419
H 0.861 0.639 4.084 0.182
H 3.002 1.219 1.999 0.340
H -0.034 1.458 1.817 -0.332
H 1.108 1.844 0.536 -0.426
H 1.113 2.783 2.019 0.417
H 3.733 -0.836 3.092 0.451
H 3.947 -3.273 2.851 0.348
H 2.266 -4.491 1.485 0.311
H 0.582 -4.636 0.270 0.599
H -1.562 -2.472 0.148 0.187
H -1.374 -3.680 1.407 0.406
H -1.757 -4.182 -0.254 0.432
H 0.302 -2.416 -1.792 -0.246
H -0.008 -4.119 -2.057 0.542
H 1.641 -3.576 -1.684 0.362
```

Output
F_max: 0.38 eV Å⁻¹
charge: -2
frontier orbital gap: 5.1262 eV
multiplicity: 1
lowest unoccupied orbital energy: 4.4 eV

5.
Here is a structure of composition C28H37N6O12 in a non-equilibrium geometry from the Open Molecules 2025 dataset. Energies are from ωB97M-V/def2-TZVPD.

```
83
Properties=species:S:1:pos:R:3:mulliken_charge:R:1
C 1.042 0.644 -0.086 0.236
O 1.993 1.028 -0.864 -0.659
O -0.082 1.488 -0.062 0.121
O 1.050 -0.404 0.577 -0.452
H -0.103 2.260 -0.506 0.062
C -2.814 -1.856 -1.015 -0.806
C -4.149 -2.379 -0.432 -0.560
C -4.180 -2.868 0.965 -0.657
C -2.884 -2.636 1.771 -0.089
C -1.666 -2.079 1.172 -0.500
C -1.723 -1.644 -0.277 0.457
N -2.851 -3.122 3.171 0.999
O -1.725 -3.344 3.686 -0.572
O -3.866 -3.407 3.750 -0.625
H -2.663 -1.581 -1.970 0.826
H -5.087 -2.626 -1.059 0.298
H -5.069 -3.186 1.543 0.403
H -0.708 -2.098 1.685 0.735
H -0.935 -1.127 -0.896 0.124
C 1.311 -0.651 4.839 -0.521
C 0.830 -0.010 6.094 -0.640
C -0.226 1.097 5.869 -0.568
C -1.031 1.164 4.508 -0.317
C -0.529 0.334 3.324 0.847
C 0.802 -0.362 3.600 -1.380
N -2.145 2.074 4.397 0.843
O -2.251 3.176 4.950 -0.558
O -2.950 1.799 3.414 -0.531
H 1.963 -1.390 4.909 0.635
H 1.452 0.058 7.097 0.253
H -0.727 1.672 6.699 0.331
H -0.944 0.311 2.233 0.479
H 1.363 -0.728 2.933 1.053
C 6.067 -2.070 -1.324 -0.325
C 7.065 -3.093 -0.645 -0.982
C 6.544 -3.515 0.740 -0.403
C 5.477 -2.701 1.474 0.196
C 4.731 -1.610 0.739 0.238
C 5.123 -1.284 -0.610 -0.442
N 5.054 -2.976 2.948 0.833
O 4.298 -2.213 3.616 -0.552
O 5.214 -4.141 3.287 -0.522
H 6.109 -1.795 -2.317 0.426
H 7.527 -3.648 -1.192 0.536
H 7.171 -4.224 1.221 0.406
H 3.944 -1.055 1.389 0.163
H 4.407 -0.511 -0.947 0.405
C 1.462 -2.114 -3.146 0.230
O 1.765 -3.305 -3.090 -0.672
N 0.572 -1.576 -4.026 0.398
C 0.313 -0.168 -3.985 -0.544
C 0.127 -2.264 -5.234 -0.964
H 1.683 -1.294 -2.296 0.206
H -0.770 0.077 -4.423 0.327
H 1.375 0.596 -4.307 0.158
H 0.242 -0.025 -2.717 -0.271
H -0.680 -2.864 -4.873 0.362
H 0.868 -2.899 -5.882 0.249
H -0.332 -1.552 -6.011 0.331
C 0.761 3.164 -2.627 0.145
O -0.006 2.879 -3.633 -0.656
N 0.248 3.899 -1.658 -0.032
C 1.094 4.461 -0.581 -0.768
C -1.106 4.462 -1.768 -0.783
H 1.795 2.848 -2.702 0.445
H 1.223 5.597 -0.663 0.326
H 1.997 3.934 -0.459 0.340
H 0.487 4.415 0.436 0.212
H -1.161 4.992 -2.810 0.320
H -1.233 5.366 -1.167 0.374
H -1.749 3.713 -1.560 0.003
C -3.143 1.404 -2.294 0.265
O -3.465 1.481 -3.462 -0.711
N -4.023 1.833 -1.363 0.247
C -3.487 1.825 0.087 -1.462
C -5.340 2.378 -1.742 -1.085
H -2.037 1.100 -2.151 0.388
H -3.412 2.769 0.533 0.443
H -2.360 1.490 -0.013 0.088
H -4.041 1.366 0.713 0.933
H -5.300 2.708 -2.881 0.273
H -5.645 3.095 -1.065 0.356
H -5.975 1.407 -1.611 0.284
```

Output
F_max: 17.40 eV Å⁻¹
charge: -1
frontier orbital gap: 7.2583 eV
multiplicity: 1
lowest unoccupied orbital energy: 1.2 eV

6.
Here is the molecule C28H37N7O5 in a non-equilibrium geometry from the Open Molecules 2025 dataset. Energies are from ωB97M-V/def2-TZVPD.

```
77
Properties=species:S:1:pos:R:3:mulliken_charge:R:1
C 7.633 0.167 -2.061 -0.851
H 8.239 0.514 -2.896 0.242
O 6.296 0.353 -2.460 -0.454
C 5.303 0.003 -1.602 0.944
C 5.497 -0.538 -0.333 -0.411
C 4.408 -0.854 0.455 -0.942
C 3.113 -0.638 -0.004 0.592
C 2.919 -0.097 -1.276 -0.241
C 4.000 0.219 -2.063 -0.809
H 3.870 0.640 -3.047 0.441
H 1.914 0.074 -1.631 0.483
C 1.987 -0.954 0.842 -0.534
N 0.709 -0.741 0.525 0.190
N 0.074 -1.157 1.602 1.230
N 0.883 -1.601 2.528 -0.944
N 2.081 -1.487 2.079 -0.425
C -1.350 -1.115 1.739 -0.066
H -1.805 -1.794 1.006 -0.525
H -1.572 -1.427 2.762 0.456
C -1.828 0.332 1.570 0.376
O -1.863 1.081 2.535 -0.775
N -2.186 0.721 0.337 0.526
C -1.976 -0.059 -0.866 -0.447
H -1.802 0.650 -1.678 0.410
H -1.067 -0.649 -0.746 0.168
C -3.163 -0.978 -1.204 -0.536
H -3.788 -0.522 -1.972 0.497
C -2.672 -2.341 -1.698 -1.873
N -2.125 -3.123 -0.593 0.920
C -3.121 -4.019 -0.020 -0.709
C -2.528 -4.763 1.178 -0.556
O -1.380 -5.488 0.811 -0.455
C -0.407 -4.628 0.271 -0.537
C -0.938 -3.886 -0.957 -0.929
H -0.173 -3.197 -1.322 0.489
H -1.161 -4.623 -1.747 0.368
H 0.442 -5.255 -0.003 0.388
H -0.088 -3.904 1.035 0.262
H -3.242 -5.492 1.564 0.374
H -2.277 -4.045 1.974 0.233
H -3.983 -3.432 0.304 0.399
H -3.459 -4.760 -0.765 0.387
H -3.495 -2.878 -2.189 0.431
H -1.891 -2.181 -2.445 0.429
H -3.782 -1.116 -0.316 0.251
C -2.686 2.094 0.173 0.555
C -3.789 2.161 -0.825 -0.547
C -3.826 2.446 -2.158 -0.467
C -5.183 2.335 -2.547 -0.624
C -5.867 1.985 -1.425 -0.654
O -5.036 1.877 -0.377 -0.421
H -6.907 1.796 -1.247 0.498
H -5.587 2.496 -3.525 0.468
H -2.994 2.728 -2.770 0.634
H -3.082 2.397 1.150 0.684
C -1.455 2.963 -0.177 0.324
O -1.187 3.328 -1.301 -0.701
N -0.706 3.205 0.907 -0.045
H -0.961 2.762 1.783 0.371
C 0.626 3.773 0.832 -0.453
H 0.614 4.486 0.004 0.438
C 1.688 2.669 0.622 0.686
C 2.442 2.532 1.953 -0.573
H 3.411 3.027 1.886 0.284
C 1.565 3.252 2.978 -0.649
H 0.767 2.592 3.322 0.233
H 2.130 3.584 3.847 0.450
C 0.983 4.413 2.175 -1.125
H 1.744 5.179 2.025 0.403
H 0.116 4.870 2.649 0.381
H 2.619 1.491 2.218 0.300
H 1.191 1.738 0.351 -0.838
H 2.364 2.925 -0.193 0.304
H 4.549 -1.272 1.440 0.512
H 6.489 -0.715 0.049 0.421
H 7.872 0.758 -1.171 0.341
H 7.852 -0.888 -1.868 0.341
```

Output
F_max: 1.13 eV Å⁻¹
charge: 0
frontier orbital gap: 9.0868 eV
multiplicity: 1
structure (SMILES): COc1ccc(-c2nnn(CC(=O)N(CCCN3CCOCC3)[C@@H](C(=O)NC3CCCC3)c3ccco3)n2)cc1
lowest unoccupied orbital energy: 0.7 eV

- Which value of F_max does entry 3 give?
  1.73 eV Å⁻¹

- charge of number 3 (C28H37N3OTc)?
  +2